# 1
{
  "formula": "C44H68CoN3O4S",
  "method": "wB97M-V/def2-TZVPD",
  "multiplicity": 2,
  "total_charge": 1,
  "homo_energy_ev": [-10.00, -10.04],
  "lumo_energy_ev": [-4.253, -4.228],
  "elements": ["C", "C", "C", "C", "C", "C", "C", "H", "C", "H", "H", "H", "C", "H", "C", "H", "H", "O", "H", "H", "H", "H", "H", "H", "C", "Co", "C", "C", "H", "C", "H", "C", "H", "C", "C", "H", "H", "H", "C", "H", "C", "H", "C", "C", "C", "H", "H", "C", "N", "H", "H", "H", "H", "H", "H", "C", "C", "H", "H", "C", "O", "H", "H", "H", "C", "H", "H", "H", "C", "S", "C", "H", "H", "H", "C", "N", "H", "C", "H", "H", "C", "C", "C", "H", "H", "H", "H", "H", "N", "H", "C", "O", "H", "H", "H", "C", "C", "H", "C", "H", "H", "C", "C", "H", "H", "C", "H", "H", "H", "O", "H", "H", "H", "H", "H", "C", "C", "H", "H", "H", "C"],
  "xyz": [[-0.223, 4.514, 3.342], [-3.633, -1.581, -1.193], [4.313, 0.417, -3.481], [-1.609, -0.670, -0.286], [2.292, -1.870, 2.426], [4.526, -1.297, 1.463], [-4.168, -4.039, -0.899], [-2.116, -0.485, -5.876], [-2.501, -1.766, -0.476], [-5.336, -3.709, -3.310], [4.572, -2.243, 0.915], [-5.670, 1.930, -1.981], [3.670, -0.609, -4.416], [3.176, -0.105, -5.250], [-3.503, 2.223, -2.083], [-1.824, -6.066, 3.232], [-2.523, 3.270, -0.434], [1.847, 0.098, 1.187], [3.157, -0.259, 4.484], [2.653, 7.539, 3.169], [-1.456, -2.567, -4.827], [-4.229, 2.882, -0.138], [-2.091, -0.182, -4.136], [-5.137, 3.234, -3.043], [-1.533, -5.121, 2.770], [0.608, 0.820, -0.043], [2.300, 4.603, 0.401], [-4.603, -2.715, -1.522], [3.312, 0.665, 2.977], [0.370, -3.467, 2.569], [-3.669, -3.125, -3.446], [-3.113, 0.834, -1.572], [2.252, 5.128, 5.018], [0.254, 5.510, 2.294], [-0.108, -4.774, 3.191], [3.572, 0.902, -2.840], [-2.250, -4.362, 3.096], [0.463, -6.865, 3.140], [-4.901, 2.224, -2.702], [-3.797, 4.198, -1.240], [-3.924, -0.260, -1.683], [-0.755, -1.667, -2.605], [2.332, 4.134, -1.942], [-1.467, -0.425, -5.002], [1.841, 3.319, 0.597], [3.775, 5.624, 4.252], [-1.617, -5.243, 1.685], [1.465, -1.026, 1.609], [-0.451, -0.646, 0.399], [-6.404, -1.461, -1.452], [-5.021, -1.987, -3.546], [-1.267, 4.249, 3.160], [-6.697, -3.183, -1.218], [-0.012, -1.931, -5.578], [-2.587, 2.104, -4.055], [3.732, -0.154, 3.559], [-3.509, 3.202, -0.895], [-4.866, -0.126, -2.201], [2.309, -2.319, -4.348], [4.424, -2.538, 3.612], [1.354, -0.456, -1.649], [1.128, 7.136, 3.960], [0.075, 5.124, 1.294], [-0.409, -5.580, 5.183], [-0.406, -2.712, 1.769], [-5.986, -2.223, 0.088], [-0.710, -3.839, 5.066], [2.315, -3.667, 3.489], [2.822, 5.980, 4.641], [1.220, -0.580, -3.155], [2.051, 6.719, 3.556], [5.549, -0.993, 1.700], [4.476, -3.501, 3.096], [4.826, 1.197, -4.044], [-0.047, -1.845, -3.419], [1.605, 2.468, -0.408], [0.432, -2.813, -3.260], [0.824, -5.913, 2.744], [-1.482, 2.682, -2.791], [-3.184, -4.356, -1.261], [0.124, -1.494, 1.234], [1.837, 2.875, -1.659], [-1.855, 0.615, -0.921], [1.613, 2.167, -2.449], [0.854, -5.986, 1.654], [5.448, -2.216, 3.813], [-2.751, 3.745, -3.422], [1.669, 2.934, 1.598], [1.667, 5.863, 2.424], [-0.325, 6.431, 2.379], [-0.064, -4.651, 4.724], [-0.946, 1.507, -0.860], [4.439, -1.246, -4.854], [-4.964, 1.561, -3.571], [-0.777, 0.406, -5.159], [1.718, -3.025, 2.854], [-0.735, -1.749, -4.778], [5.045, -0.059, -2.824], [-4.660, -2.890, -3.048], [3.930, -2.682, 4.578], [-4.884, -4.817, -1.170], [2.643, 5.520, 1.550], [-2.511, 2.713, -3.150], [4.759, 0.107, 3.828], [2.527, 4.412, -2.969], [2.571, 5.011, -0.897], [0.948, -4.456, 5.088], [-4.138, -3.981, 0.193], [-1.424, -2.993, 1.571], [3.794, 5.918, 1.641], [3.023, 6.653, 5.477], [-2.247, -2.744, -0.103], [0.375, 3.600, 3.319], [2.969, 6.003, -1.073], [4.083, -0.540, 0.816], [2.664, -1.511, -3.706], [3.728, -1.471, 2.766], [-0.154, 4.934, 4.347], [1.846, -5.773, 3.104], [3.066, -1.931, -2.781], [-6.004, -2.369, -0.995]],
  "lowdin_spin": [0.000, -0.042, 0.000, -0.054, 0.018, 0.001, 0.001, 0.000, 0.008, -0.001, 0.000, 0.000, 0.000, 0.000, 0.000, 0.000, 0.000, 0.096, 0.000, 0.000, 0.000, 0.000, 0.000, 0.000, -0.001, 0.947, 0.001, -0.005, 0.000, 0.058, 0.000, -0.014, 0.000, 0.000, 0.007, 0.000, 0.000, 0.001, 0.000, 0.000, -0.033, -0.001, 0.000, 0.000, 0.005, 0.000, 0.000, 0.066, -0.030, 0.000, 0.000, 0.000, -0.001, 0.000, 0.000, 0.001, 0.000, -0.001, 0.000, 0.000, 0.026, 0.000, 0.000, 0.001, -0.018, 0.000, 0.000, 0.000, 0.000, 0.005, 0.000, 0.000, 0.000, 0.000, -0.001, -0.001, 0.000, 0.004, 0.000, 0.000, 0.082, -0.001, -0.062, 0.000, 0.000, 0.000, 0.000, 0.003, 0.000, 0.000, 0.005, -0.086, 0.000, 0.000, 0.000, 0.021, 0.000, 0.000, -0.004, 0.000, 0.000, 0.000, 0.000, 0.000, 0.000, -0.001, 0.000, 0.000, -0.003, 0.000, 0.000, 0.002, 0.000, 0.000, 0.000, 0.003, 0.001, 0.000, 0.000, 0.000, -0.003]
}

# 2
{
  "formula": "C6H15OPS",
  "method": "wB97M-V/def2-TZVPD",
  "smiles": "CP(S)C(C)(C)C.C=O",
  "homo_energy_ev": -8.77,
  "lumo_energy_ev": 0.603,
  "elements": ["H", "H", "H", "H", "C", "C", "H", "H", "H", "H", "H", "C", "O", "P", "H", "H", "C", "C", "S", "H", "H", "H", "C", "H"],
  "xyz": [[0.945, 2.774, 1.089], [0.266, -2.191, 0.380], [-1.438, 0.891, -0.753], [2.295, 0.893, -1.341], [-0.070, -1.566, -0.362], [-4.087, -0.604, 0.176], [2.046, 2.331, 2.245], [0.223, -2.097, -1.275], [-0.086, 1.610, -1.549], [-3.945, -1.150, -0.798], [-1.220, -1.496, -0.280], [1.626, 2.023, 1.304], [-3.124, 0.060, 0.486], [0.468, 0.335, 1.443], [-0.736, 0.151, -2.162], [2.377, 1.971, 0.584], [-0.447, 0.704, -1.245], [1.866, -0.102, -1.028], [1.985, -0.989, 2.211], [2.566, -0.654, -0.380], [1.883, -0.518, -2.130], [1.167, -1.694, 3.011], [0.526, -0.132, -0.384], [-5.085, -0.550, 0.757]],
  "nbo_charge": [0.211, 0.213, 0.237, 0.216, -0.620, 0.257, 0.224, 0.212, 0.202, 0.124, 0.215, -0.852, -0.505, 0.690, 0.206, 0.209, -0.622, -0.634, -0.349, 0.222, 0.211, 0.146, -0.342, 0.130]
}